Entry 1:
C3H10NO | ωB97M-V with the def2-TZVPD basis set

Geometry as XYZ:
```
15
Properties=species:S:1:pos:R:3:forces:R:3
C 1.097187 -2.127581 0.398790 -0.24 1.01 -0.39
C 0.911596 -0.718666 0.951425 -0.46 -1.70 -1.66
C 0.339791 0.460386 -1.223603 1.66 -1.86 -0.31
N 0.214758 0.204384 0.016482 -1.15 1.60 1.07
H 1.979443 -2.529283 0.860491 0.04 -0.70 0.29
H 1.263723 -2.116334 -0.668767 0.25 -0.06 -0.33
H 0.167167 -2.647952 0.571550 0.15 -0.67 0.17
H 1.855434 -0.257074 1.179823 0.19 0.49 0.23
H 0.255447 -0.824465 1.779342 -0.21 0.48 1.01
H 0.666912 -0.386684 -1.825063 0.68 0.30 -0.08
H 0.361969 1.429791 -1.709912 -1.47 0.26 0.31
H -0.436945 0.796373 0.555031 0.73 0.94 -0.23
H -3.021493 1.931624 0.199112 0.03 -0.25 -0.36
H -1.917794 1.348483 -0.790320 -1.03 -0.06 -0.31
O -2.104118 1.976626 -0.094162 0.84 0.22 0.60
```
Forces are in eV/Å.

## Properties
net charge: +1
relative energy (zero: lowest compared OMol25 entry of this formula, charge and spin): 41.6 kcal per mole
maximum force: 2.51 eV Å⁻¹
total energy: -249.98754 a.u.
lowest unoccupied orbital energy: -5.81 eV
molecular weight: 76.12 g mol⁻¹
HOMO-LUMO gap: 10.28 eV

Atom charges from the natural (NBO) analysis, given in e for atoms 1 to 8: C -0.6205; C -0.2210; C 0.1095; N -0.3981; H 0.2545; H 0.2102; H 0.2341; H 0.2479

Entry 2:
C3H10NO | ωB97M-V with the def2-TZVPD basis set

Geometry as XYZ:
```
15
Properties=species:S:1:pos:R:3:forces:R:3
C 0.960843 -1.210816 0.688347 0.46 -1.62 -0.85
C 0.854840 0.066448 -0.044056 -1.04 0.08 -3.77
C 1.651643 1.017832 -0.494547 2.71 1.88 1.80
N -0.412773 0.064487 -1.002625 -1.31 2.14 1.32
H 1.947488 -1.397786 1.020168 1.42 0.38 0.22
H 0.432940 -1.217134 1.593662 -1.35 -0.09 1.12
H 0.788202 -2.210612 0.124162 -0.36 2.03 0.40
H 1.443808 1.759529 -1.261553 -0.77 -0.42 -0.06
H 2.631993 1.399798 -0.036553 -1.35 -1.53 -0.31
H -0.369707 -0.716112 -1.623597 0.06 -0.73 -0.62
H -0.528945 0.990997 -1.606335 0.45 -2.50 1.80
H -1.295456 -0.042255 -0.355156 1.10 0.44 -1.05
H -3.333069 0.527293 0.551644 -2.48 0.81 -0.62
H -2.272344 0.716446 1.623389 -0.04 0.28 0.48
O -2.499463 0.251884 0.823052 2.49 -1.13 0.13
```
Forces are in eV/Å.

## Properties
net charge: +1
relative energy (zero: lowest compared OMol25 entry of this formula, charge and spin): 32.9 kcal per mole
maximum force: 3.91 eV Å⁻¹
total energy: -250.00143 a.u.
lowest unoccupied orbital energy: -3.33 eV
molecular weight: 76.12 g mol⁻¹
HOMO-LUMO gap: 11.56 eV

Atom charges from the natural (NBO) analysis, given in e for atoms 1 to 8: C -0.7052; C 0.1598; C -0.3568; N -0.7583; H 0.2716; H 0.2507; H 0.2589; H 0.2202

Entry 3:
C3H10NO | ωB97M-V with the def2-TZVPD basis set

Geometry as XYZ:
```
15
Properties=species:S:1:pos:R:3:forces:R:3
C -0.886217 -1.094689 0.666725 3.81 -1.59 -0.57
C 1.923542 0.394180 0.351033 -1.99 -2.65 -1.30
C -0.655293 0.222654 0.097375 1.90 2.19 1.33
N -0.446395 0.264490 -1.358347 0.27 -0.72 -0.31
O -1.318931 1.322267 0.510460 -0.54 -0.34 -1.74
H -1.804180 -1.375765 1.048390 -2.19 -0.04 0.64
H -0.104594 -1.202324 1.484682 -1.09 -0.29 -0.78
H -0.599167 -1.838090 -0.140388 -0.32 0.34 1.19
H 2.267722 1.350240 0.076313 0.26 1.00 -0.42
H 2.118138 0.062324 1.363743 -0.09 -0.11 -0.17
H 1.788448 -0.413188 -0.474885 0.90 1.51 1.76
H 0.212004 1.048539 -1.702703 -1.59 -1.39 0.62
H -0.019961 -0.692275 -1.528464 -0.48 1.60 -0.50
H -1.413654 0.269876 -1.738898 0.73 0.39 -0.76
H -1.061458 1.681768 1.344971 0.43 0.10 1.02
```
Forces are in eV/Å.

## Properties
net charge: +1
relative energy (zero: lowest compared OMol25 entry of this formula, charge and spin): 102.7 kcal per mole
maximum force: 4.17 eV Å⁻¹
total energy: -249.89019 a.u.
lowest unoccupied orbital energy (alpha / beta): -4.17 / -4.19 eV
molecular weight: 76.12 g mol⁻¹
HOMO-LUMO gap (alpha / beta): 9.04 / 8.72 eV

Atom charges from the natural (NBO) analysis, given in e for atoms 1 to 8: C -0.7150; C -0.5346; C 0.4836; N -0.7464; O -0.6955; H 0.2622; H 0.2721; H 0.2103

Entry 4:
C3H10NO | ωB97M-V with the def2-TZVPD basis set

Geometry as XYZ:
```
15
Properties=species:S:1:pos:R:3:forces:R:3
C -0.034402 -1.276091 -2.189693 -2.32 -3.15 -4.96
N -0.115347 -0.010935 -1.514852 0.86 1.98 -1.14
H -0.884220 -2.074198 -1.901157 2.04 2.17 -0.24
H 0.962402 -1.785402 -2.233801 -0.81 0.88 0.80
H -0.248302 -1.039870 -3.375455 0.44 -0.68 2.99
H -0.999847 0.551697 -1.598411 0.99 -0.79 -0.36
H -0.000907 -0.122970 -0.556753 0.19 -0.36 2.69
H 0.729628 0.565649 -1.767137 -1.25 -0.27 -0.04
C 1.223843 0.109206 1.827939 -1.99 0.78 0.46
C -0.117276 0.238164 1.666181 1.03 -4.43 2.30
O -0.878614 0.976829 0.879067 -0.64 2.87 -1.50
H 1.799518 0.930282 1.477331 0.95 0.40 -0.45
H 1.677294 -0.592331 2.550916 -0.58 0.38 -0.70
H -0.827024 -0.517131 2.066002 1.03 0.07 0.32
H -0.805196 1.918515 1.083328 0.05 0.13 -0.16
```
Forces are in eV/Å.

## Properties
net charge: +1
relative energy (zero: lowest compared OMol25 entry of this formula, charge and spin): 52.4 kcal per mole
maximum force: 6.32 eV Å⁻¹
total energy: -249.97031 a.u.
lowest unoccupied orbital energy: -3.65 eV
molecular weight: 76.12 g mol⁻¹
HOMO-LUMO gap: 10.05 eV

Atom charges from the natural (NBO) analysis, given in e for atoms 1 to 8: C -0.4806; N -0.6748; H 0.2672; H 0.2658; H 0.2424; H 0.4634; H 0.4508; H 0.4470

Entry 5:
C3H10NO | ωB97M-V with the def2-TZVPD basis set

Geometry as XYZ:
```
15
Properties=species:S:1:pos:R:3:forces:R:3
C 0.749952 -1.606890 1.199929 0.40 -0.91 -0.37
C 0.697746 -0.442121 0.285722 -0.28 0.12 0.33
C 1.450939 0.631787 0.286076 0.12 0.41 0.06
N -0.382352 -0.470911 -0.754135 0.20 0.33 -0.26
H 1.520492 -1.495311 1.958337 -0.06 0.32 0.01
H -0.200740 -1.795565 1.704110 -0.01 0.11 -0.08
H 1.037330 -2.514284 0.652417 -0.26 0.00 0.04
H 1.198792 1.522826 -0.279116 0.26 -0.18 -0.30
H 2.338325 0.655508 0.896884 -0.08 0.17 0.29
H -1.022985 -1.261365 -0.690604 0.09 -0.05 0.09
H 0.085926 -0.484228 -1.663298 -0.19 -0.32 -0.06
H -0.924577 0.406691 -0.768137 -0.28 0.31 0.11
H -2.019006 2.584281 -0.252161 0.39 0.17 -0.14
H -2.714309 2.047711 -1.446272 0.18 0.04 -0.40
O -1.815526 2.221865 -1.129752 -0.48 -0.52 0.68
```
Forces are in eV/Å.

## Properties
net charge: +1
relative energy (zero: lowest compared OMol25 entry of this formula, charge and spin): 12.4 kcal per mole
maximum force: 1.06 eV Å⁻¹
total energy: -250.03401 a.u.
lowest unoccupied orbital energy: -3.48 eV
molecular weight: 76.12 g mol⁻¹
HOMO-LUMO gap: 11.27 eV

Atom charges from the natural (NBO) analysis, given in e for atoms 1 to 8: C -0.6764; C 0.1347; C -0.3574; N -0.7168; H 0.2673; H 0.2424; H 0.2413; H 0.2260

Entry 6:
C3H10NO2 | ωB97M-V with the def2-TZVPD basis set

Geometry as XYZ:
```
16
Properties=species:S:1:pos:R:3:forces:R:3
C 0.531493 -0.599939 -0.645954 -2.05 1.23 0.86
O -0.284886 -0.129764 -1.659697 0.95 0.01 0.10
C -0.377637 -0.876559 0.663974 -2.26 -0.48 -1.37
C 0.244299 -0.221732 1.809081 2.13 -0.22 0.69
N -1.705325 -0.272758 0.477259 -1.19 0.34 0.34
H 1.268340 0.208198 -0.280208 -0.36 -1.19 -0.67
H 0.988315 -1.551953 -0.860566 0.88 -0.50 -0.32
H -0.949644 -1.830653 0.800470 2.60 -0.81 0.09
H 0.259425 0.820411 1.445783 0.25 -0.03 0.96
H -0.252730 -0.383947 2.747975 -0.53 0.32 0.49
H 1.304728 -0.579146 1.967036 -0.82 0.48 -0.24
H -1.787394 0.670932 0.772158 0.36 1.19 0.60
H -1.779618 -0.176553 -0.514403 -0.09 -0.13 -1.34
H 0.208358 1.390358 -1.787187 1.54 0.56 -0.73
H 1.351075 1.446885 -2.821062 -0.81 1.63 1.73
O 0.981201 2.086220 -2.114659 -0.62 -2.40 -1.19
```
Forces are in eV/Å.

## Properties
net charge: -1
relative energy (zero: lowest compared OMol25 entry of this formula, charge and spin): 32.6 kcal per mole
maximum force: 2.76 eV Å⁻¹
total energy: -325.50273 a.u.
lowest unoccupied orbital energy: 4.29 eV
molecular weight: 92.12 g mol⁻¹
HOMO-LUMO gap: 7.85 eV

Atom charges from the natural (NBO) analysis, given in e for atoms 1 to 8: C -0.0540; O -0.9526; C -0.1259; C -0.6176; N -0.8880; H 0.1161; H 0.1187; H 0.1950